Molecular formula: C5H10NO2
Method: DFT, ωB97M-V with the def2-TZVPD basis set

ΔE to the lowest compared entry with this formula, charge and spin   1.674 eV
Lowest unoccupied orbital energy   3.836 eV
SMILES   CC[C@@H](C)NC(=O)[O-]
E_HOMO   -4.1 eV
HOMO-LUMO gap   7.899 eV

Geometry as ORCA input:
```
! wB97M-V def2-TZVPD RIJCOSX def2/J DEFGRID3
* xyz -1 1
C -0.683 -1.926 -0.026
C 0.596 -1.021 -0.241
C 0.469 0.445 0.360
C 1.796 1.200 -0.222
N -0.599 1.326 -0.074
C -1.978 1.027 0.521
O -3.104 1.433 -0.004
O -1.866 0.314 1.530
H -0.669 -2.494 0.963
H -0.661 -2.550 -0.966
H -1.697 -1.336 0.153
H 1.417 -1.659 0.056
H 0.708 -0.988 -1.364
H 0.641 0.356 1.449
H 1.851 2.350 0.047
H 1.669 1.271 -1.297
H 2.677 0.586 0.048
H -0.568 1.664 -0.934
*
```

Atom charges from the natural (NBO) analysis, given in e for atoms 1 to 4:
1 C -0.642
2 C -0.418
3 C -0.010
4 C -0.622